1.
{
  "formula": "C50H60AsBiBrF6N5O6S6Si",
  "method": "ωB97M-V with the def2-TZVPD basis set",
  "species": ["Bi", "C", "C", "N", "N", "C", "S", "S", "C", "C", "C", "C", "C", "C", "C", "C", "C", "C", "C", "C", "C", "O", "H", "H", "H", "H", "H", "H", "H", "H", "H", "H", "H", "H", "H", "H", "F", "C", "F", "F", "S", "O", "O", "N", "S", "O", "O", "C", "F", "F", "F", "O", "As", "C", "C", "C", "C", "C", "C", "C", "C", "C", "C", "C", "C", "C", "C", "C", "C", "C", "C", "H", "H", "H", "H", "H", "H", "H", "H", "H", "H", "H", "H", "H", "H", "H", "C", "C", "C", "C", "Si", "Br", "C", "C", "C", "C", "C", "C", "C", "C", "H", "H", "H", "H", "H", "H", "H", "H", "H", "H", "H", "H", "H", "H", "H", "H", "H", "H", "H", "H", "H", "H", "H", "H", "H", "H", "H", "S", "C", "N", "C", "N", "S", "H", "H", "H", "H"],
  "coordinates": [[0.8508, 0.5732, -0.0970], [4.4374, 0.1295, -0.6553], [3.8101, 1.2382, 0.1166], [2.8434, 0.9996, 0.9961], [2.7416, 1.9525, 1.9800], [1.6279, 2.3908, 2.4092], [0.0225, 1.9735, 1.8849], [1.6845, 3.5669, 3.7121], [3.3433, 4.2831, 3.4413], [4.4646, 3.4787, 4.0369], [5.6008, 3.1962, 3.2877], [6.6525, 2.4871, 3.8506], [6.5770, 2.0463, 5.1634], [5.4440, 2.3247, 5.9157], [4.3950, 3.0349, 5.3547], [4.1360, 2.5977, -0.1837], [5.4314, 3.0557, -0.4560], [5.6633, 4.3438, -0.8687], [4.5641, 5.1979, -1.0659], [3.2812, 4.7627, -0.8752], [2.9782, 3.4409, -0.4212], [1.7806, 3.0568, -0.2667], [3.9188, -0.8098, -0.4841], [4.4058, 0.3624, -1.7187], [5.4850, 0.0390, -0.3525], [3.4651, 4.4023, 2.3661], [3.2832, 5.2619, 3.9206], [5.6521, 3.5295, 2.2584], [7.5354, 2.2749, 3.2605], [7.3943, 1.4853, 5.5991], [5.3790, 1.9831, 6.9414], [3.5042, 3.2388, 5.9354], [6.2612, 2.3822, -0.2688], [6.6726, 4.7007, -1.0234], [4.7430, 6.2202, -1.3788], [2.4405, 5.4294, -1.0197], [2.2800, -1.2133, -5.8232], [2.6167, -0.8914, -4.5570], [2.2160, -1.8943, -3.7746], [3.9496, -0.8389, -4.5028], [1.8903, 0.7647, -4.0834], [2.1398, 0.8722, -2.6752], [2.5733, 1.6483, -4.9763], [0.3860, 0.5124, -4.4976], [-0.7502, 1.3400, -3.7836], [-2.0256, 1.1191, -4.4089], [-0.6855, 1.4145, -2.3545], [-0.3649, 3.0891, -4.3136], [0.7581, 3.5369, -3.7615], [-0.2349, 3.1413, -5.6460], [-1.3537, 3.9264, -3.9764], [2.0252, -1.5860, -0.2065], [1.6717, -2.4857, 1.1508], [3.0653, -3.9118, 0.8216], [2.8103, -4.7598, -0.2563], [3.7485, -5.6919, -0.6693], [4.9668, -5.7827, -0.0106], [5.2354, -4.9429, 1.0583], [4.2905, -4.0117, 1.4714], [2.3211, -1.9270, 2.9144], [1.5990, -2.1735, 4.0756], [2.0321, -1.6525, 5.2843], [3.1836, -0.8785, 5.3345], [3.9159, -0.6448, 4.1805], [3.4889, -1.1759, 2.9738], [0.1555, -3.7037, 0.9626], [-0.1029, -4.7678, 1.8148], [-1.2391, -5.5397, 1.6162], [-2.1029, -5.2571, 0.5661], [-1.8369, -4.1984, -0.2913], [-0.7100, -3.4206, -0.0855], [1.8585, -4.6668, -0.7693], [3.5319, -6.3512, -1.5008], [5.7085, -6.5017, -0.3349], [6.1841, -5.0131, 1.5762], [4.5121, -3.3671, 2.3131], [0.6899, -2.7597, 4.0174], [1.4628, -1.8431, 6.1853], [3.5122, -0.4460, 6.2708], [4.8171, -0.0463, 4.2198], [4.0532, -1.0062, 2.0663], [0.5876, -4.9995, 2.6191], [-1.4533, -6.3686, 2.2793], [-2.9792, -5.8743, 0.4135], [-2.4910, -3.9659, -1.1217], [-0.4965, -2.5865, -0.7448], [-5.3300, 0.0930, -3.3378], [-5.6041, -0.5356, -1.9652], [-4.8829, -1.8886, -1.9625], [-7.1132, -0.7885, -1.8400], [-4.9627, 0.5869, -0.5164], [-2.7280, 0.1781, -0.3501], [-5.1611, 2.4837, -0.8449], [-4.1384, 2.9441, -1.8949], [-6.5761, 2.8237, -1.3343], [-4.8938, 3.3088, 0.4203], [-5.6013, 0.0249, 1.2417], [-7.0734, 0.3929, 1.4722], [-5.4455, -1.4966, 1.3850], [-4.7765, 0.6483, 2.3784], [-5.6305, -0.6113, -4.1197], [-4.2691, 0.3016, -3.4785], [-5.8938, 1.0126, -3.4924], [-5.3228, -2.5390, -2.7250], [-4.9461, -2.3985, -1.0025], [-3.8334, -1.7604, -2.2073], [-7.4654, -1.3649, -2.6998], [-7.6789, 0.1447, -1.8024], [-7.3399, -1.3640, -0.9423], [-4.2553, 2.4341, -2.8489], [-3.1176, 2.7727, -1.5523], [-4.2519, 4.0180, -2.0719], [-6.7943, 2.3572, -2.2940], [-6.6735, 3.9055, -1.4616], [-7.3343, 2.4987, -0.6186], [-3.9268, 3.0606, 0.8595], [-5.6728, 3.1601, 1.1687], [-4.8816, 4.3722, 0.1653], [-7.7270, -0.0714, 0.7337], [-7.2246, 1.4726, 1.4297], [-7.3856, 0.0503, 2.4631], [-6.0967, -2.0405, 0.7009], [-5.7070, -1.7984, 2.4034], [-4.4113, -1.7956, 1.2052], [-4.9627, 1.7138, 2.4879], [-3.7086, 0.4981, 2.2276], [-5.0467, 0.1684, 3.3238], [-1.2152, -1.1505, 2.4985], [0.0435, -1.0045, 1.5742], [-1.6019, -1.5329, -5.8045], [-1.0335, -2.1514, -4.7467], [-0.2243, -3.2064, -5.0219], [-1.4188, -1.7613, -3.1797], [-1.1063, -1.5733, -6.6826], [-2.0188, -0.6363, -5.5834], [0.2908, -3.2122, -5.8884], [0.2482, -3.5935, -4.2237]],
  "orbital_gap_ev": [6.17, 6.03],
  "e_lumo_ev": [1.7, 1.1],
  "homo_energy_ev": [-4.50, -4.93],
  "multiplicity": 2,
  "charge": -1
}

2.
{
  "formula": "C6H9N",
  "method": "ωB97M-V with the def2-TZVPD basis set",
  "species": ["C", "C", "N", "C", "C", "C", "C", "H", "H", "H", "H", "H", "H", "H", "H", "H"],
  "coordinates": [[-1.5632, 0.8940, -1.1699], [-0.5599, -0.1735, -0.9956], [-0.1603, 1.2815, -1.1525], [0.1966, 1.2870, 0.3100], [0.1570, -0.2387, 0.3186], [0.3008, -1.3553, 1.3057], [1.4522, -0.9838, 0.4085], [-2.2169, 1.2578, -0.3819], [-1.9855, 0.9524, -2.1698], [-0.4346, -0.9288, -1.7687], [-0.5579, 1.8081, 0.9117], [1.1798, 1.7221, 0.5011], [-0.2136, -2.2845, 1.0696], [0.3862, -1.1561, 2.3702], [2.2838, -0.4386, 0.8499], [1.7355, -1.6438, -0.4069]],
  "orbital_gap_ev": 10.00,
  "e_above_lowest_kcal_mol": 76.5,
  "e_lumo_ev": 1.1,
  "homo_energy_ev": -8.90,
  "multiplicity": 1
}

- Which value of multiplicity does entry 1 give?
  2